(1)
Computed, not measured: 2 unconnected molecules or ions with the total composition CH3O3P at a distorted geometry, with the ωB97M-V functional and the def2-TZVPD basis.

```
8
Properties=species:S:1:pos:R:3:forces:R:3
O -3.498 -0.909 -0.444 -0.713 -0.762 -0.482
P -2.521 -0.175 0.329 0.564 1.395 0.191
O -2.653 1.387 -0.131 -0.300 -0.771 0.036
H -1.981 1.976 0.213 0.424 0.152 0.219
C 0.950 -0.453 -0.158 0.155 -0.554 -0.006
O 0.505 0.644 -0.328 -0.148 0.322 0.042
H 0.348 -1.367 -0.305 -0.109 0.053 -0.007
H 1.991 -0.635 0.152 0.127 0.164 0.008
```
Positions in Å, forces in eV/Å.

Results
- gap between HOMO and LUMO (eV) = 10.61
- electronic energy (hartree) = -606.987076
- highest occupied orbital energy (eV) = -10.462
- structure (SMILES) = O=PO.C=O
- lowest unoccupied orbital energy (eV) = 0.14
- energy above the lowest of the compared OMol25 structures with the same formula, charge and spin (eV) = 1.0380

---

(2)
Computed, not measured: a molecular structure, C9H21ClIO3P2Pm at a distorted geometry, with the ωB97M-V functional and the def2-TZVPD basis.

```
38
Properties=species:S:1:pos:R:3:forces:R:3
C 0.655 0.870 -1.657 0.246 0.212 -0.096
C 1.223 -0.522 -1.537 -1.882 -1.454 0.014
H 0.285 1.019 -2.682 -0.015 -0.091 0.320
H 1.391 1.657 -1.439 -0.208 -0.275 -0.229
H -0.162 0.987 -0.936 -0.002 -0.103 -0.249
O 0.513 -1.532 -1.469 1.910 2.133 -0.620
I 1.495 -2.266 1.950 -0.760 0.250 1.270
Pm -0.841 -0.249 2.685 1.728 -0.341 -1.041
P 3.042 -0.694 -1.260 -0.478 0.434 0.045
C 3.379 -2.426 -1.142 0.232 -0.520 0.196
C 4.026 0.057 -2.542 0.188 0.087 -0.489
H 2.654 1.248 0.126 0.419 -0.199 -0.134
H 4.268 0.439 0.386 -0.102 0.272 0.168
H 2.754 -0.269 1.047 0.428 0.447 -0.435
C 3.199 0.300 0.207 0.268 -0.382 0.821
H 3.937 1.153 -2.535 -0.032 -0.370 0.031
H 5.074 -0.217 -2.337 -0.283 0.137 -0.117
H 4.459 -2.570 -1.266 -0.197 -0.118 -0.023
H 2.828 -2.901 -1.967 0.233 0.017 0.219
H 3.742 -0.334 -3.528 0.149 0.099 0.221
H 3.051 -2.867 -0.182 0.156 0.343 -0.630
C -0.957 -1.759 0.425 -1.638 -2.612 -0.738
O -1.323 -2.754 -0.012 0.715 2.458 1.009
Cl 0.186 1.965 2.021 -0.255 -0.609 0.225
C -4.953 -0.049 2.965 -0.493 -0.179 0.456
P -4.074 0.804 1.685 -0.126 0.110 -0.260
C -4.833 0.570 0.103 -0.356 0.079 -0.349
C -3.891 2.539 2.034 -0.256 0.381 0.003
O -2.684 0.164 1.654 0.754 -0.357 0.362
H -4.655 0.344 3.947 -0.139 -0.020 -0.192
H -4.673 -1.109 2.922 -0.181 0.188 -0.097
H -6.042 0.035 2.862 0.253 0.025 0.103
H -5.908 0.776 0.200 0.202 -0.036 -0.224
H -4.389 1.264 -0.625 -0.164 -0.155 0.214
H -4.682 -0.455 -0.263 -0.108 0.229 0.260
H -3.023 2.755 2.674 -0.295 -0.229 -0.090
H -3.746 3.070 1.088 -0.054 0.001 0.172
H -4.806 2.898 2.518 0.144 0.147 -0.094
```
Positions in Å, forces in eV/Å.

Results
- gap between HOMO and LUMO (alpha / beta) (eV) = 7.12 / 7.81
- electronic energy (hartree) = -2629.813278
- highest occupied orbital energy (alpha / beta) (eV) = -14.552 / -14.570
- lowest unoccupied orbital energy (alpha / beta) (eV) = -7.43 / -6.76
- multiplicity = 5
- net charge = +2
- energy above the lowest of the compared OMol25 structures with the same formula, charge and spin (eV) = 0.0000

---

(3)
Computed, not measured: C5H8O in the gas phase, with the ωB97M-V functional and the def2-TZVPD basis.

```
14
Properties=species:S:1:pos:R:3:forces:R:3
C -2.292 -0.100 -0.183 0.132 -0.009 -0.057
C -1.053 -0.102 -0.664 -0.166 0.056 0.045
C 0.043 -0.998 -0.145 -0.041 -0.105 0.068
C 1.016 -0.251 0.764 0.073 -0.040 0.179
C 1.693 0.973 0.184 0.063 0.049 0.049
O 1.226 -0.623 1.897 -0.070 0.125 -0.417
H -2.591 -0.778 0.614 0.063 0.085 -0.111
H -3.051 0.576 -0.565 0.132 -0.096 0.027
H -0.786 0.591 -1.462 -0.055 -0.091 0.119
H -0.371 -1.827 0.436 0.042 0.122 -0.080
H 0.614 -1.417 -0.986 -0.058 0.085 0.122
H 2.453 1.333 0.879 -0.105 -0.050 -0.098
H 2.149 0.746 -0.786 -0.088 0.005 0.132
H 0.953 1.765 0.020 0.078 -0.136 0.025
```
Positions in Å, forces in eV/Å.

Results
- gap between HOMO and LUMO (eV) = 10.36
- electronic energy (hartree) = -270.527996
- highest occupied orbital energy (eV) = -9.398
- structure (SMILES) = C=CCC(C)=O
- lowest unoccupied orbital energy (eV) = 0.96
- energy above the lowest of the compared OMol25 structures with the same formula, charge and spin (eV) = 0.8135

---

(4)
Computed, not measured: C16H14N2O4 in the gas phase at a distorted geometry, with the ωB97M-V functional and the def2-TZVPD basis.

```
36
Properties=species:S:1:pos:R:3:forces:R:3
C -6.118 -1.325 -0.173 -0.480 0.120 -0.062
O -4.728 -1.060 -0.050 0.338 -0.126 0.063
C -4.322 0.210 -0.186 -0.214 0.217 -0.054
O -5.061 1.138 -0.410 0.134 -0.097 0.023
C -2.857 0.343 -0.034 0.360 0.079 0.048
C -2.279 1.613 -0.170 -0.190 -0.282 0.055
C -0.924 1.786 -0.067 0.138 -0.087 0.032
C -0.056 0.699 0.173 -0.352 -0.353 0.018
N 1.287 0.894 0.147 0.014 0.129 0.226
C 1.903 2.170 0.497 0.054 0.461 -0.001
C 3.353 1.812 0.851 -0.021 -0.036 0.104
C 3.538 0.500 0.146 -0.286 -0.037 -0.097
C 4.689 -0.189 -0.155 -0.115 -0.077 -0.047
C 4.588 -1.384 -0.857 0.151 -0.066 -0.023
C 3.351 -1.859 -1.259 0.015 -0.015 0.007
C 2.185 -1.175 -0.953 -0.059 0.141 -0.021
C 2.287 -0.004 -0.221 0.690 -0.168 -0.345
C -0.666 -0.557 0.419 -0.555 0.963 -0.410
N 0.055 -1.660 0.978 0.376 -0.415 0.513
O 1.073 -1.419 1.600 -0.138 -0.129 0.181
O -0.417 -2.773 0.846 0.011 -0.280 -0.105
C -2.038 -0.728 0.278 -0.055 0.063 -0.030
H -6.449 -1.827 0.736 0.040 0.017 -0.064
H -6.271 -1.978 -1.033 0.025 0.035 0.065
H -6.665 -0.390 -0.310 0.025 -0.189 0.022
H -2.929 2.450 -0.376 -0.031 0.088 -0.026
H -0.504 2.768 -0.209 0.076 0.076 -0.051
H 1.366 2.630 1.327 0.006 0.007 -0.082
H 1.880 2.850 -0.364 -0.019 0.008 0.077
H 4.060 2.571 0.520 -0.041 0.025 0.031
H 3.473 1.676 1.929 -0.019 0.065 0.028
H 5.653 0.196 0.141 0.112 0.044 0.023
H 5.480 -1.940 -1.099 0.079 -0.056 -0.037
H 3.287 -2.778 -1.822 -0.001 -0.086 -0.047
H 1.232 -1.552 -1.295 -0.083 -0.047 -0.012
H -2.456 -1.707 0.456 0.014 0.008 -0.002
```
Positions in Å, forces in eV/Å.

Results
- gap between HOMO and LUMO (eV) = 7.47
- electronic energy (hartree) = -1028.501652
- highest occupied orbital energy (eV) = -7.880
- structure (SMILES) = COC(=O)c1ccc(N2CCc3ccccc32)c([N+](=O)[O-])c1
- lowest unoccupied orbital energy (eV) = -0.41
- energy above the lowest of the compared OMol25 structures with the same formula, charge and spin (eV) = 2.9261

---

(5)
Computed, not measured: C3H5N3 in the gas phase at a distorted geometry, with the ωB97M-V functional and the def2-TZVPD basis.

```
11
Properties=species:S:1:pos:R:3:forces:R:3
H -2.121 1.822 0.335 -0.017 -0.562 -0.082
N -1.158 1.771 0.024 0.232 -0.627 0.816
C -0.502 0.696 0.215 -0.160 -0.946 -0.602
C -0.676 -1.070 0.150 -0.234 1.240 -0.030
N 0.677 -1.537 0.071 0.144 0.349 -0.373
C 1.431 -0.525 -0.100 0.232 -0.306 0.015
N 0.860 0.715 -0.084 0.011 -0.193 0.143
H -1.256 -1.868 0.678 -0.001 1.671 0.450
H -1.152 -0.971 -0.821 0.129 -0.504 -0.546
H 2.501 -0.592 -0.248 0.060 -0.085 0.077
H 1.396 1.560 -0.221 -0.395 -0.036 0.131
```
Positions in Å, forces in eV/Å.

Results
- gap between HOMO and LUMO (eV) = 9.94
- electronic energy (hartree) = -281.530035
- highest occupied orbital energy (eV) = -9.004
- structure (SMILES) = [H]/N=C1\CN=CN1
- lowest unoccupied orbital energy (eV) = 0.93
- energy above the lowest of the compared OMol25 structures with the same formula, charge and spin (eV) = 1.6331

---

(6)
Computed, not measured: a molecular structure, C22H35MnNO2P2S2 at a distorted geometry, with the ωB97M-V functional and the def2-TZVPD basis.

```
65
Properties=species:S:1:pos:R:3:forces:R:3
P -1.198 0.604 -1.488 3.597 1.226 0.497
P 1.300 -0.711 1.392 -2.343 0.741 -1.299
C 0.643 0.185 -1.424 0.139 -0.021 -2.310
C 1.232 -0.885 -0.481 1.386 -0.389 0.708
H 1.287 1.084 -1.492 -0.531 -0.581 0.327
H 0.684 -0.250 -2.443 0.685 -0.088 0.910
H 1.004 -1.901 -0.841 0.205 0.335 0.352
H 2.319 -0.729 -0.472 -0.938 -0.287 -1.160
C 2.572 0.458 1.864 1.086 -0.339 0.207
H 2.431 0.548 2.955 0.386 0.025 -0.297
H 2.413 1.469 1.431 -0.088 -0.889 0.102
H 3.560 0.065 1.591 0.200 0.413 0.480
C 1.344 -2.338 2.054 0.584 -0.782 0.643
H 2.407 -2.625 2.087 -0.438 -0.622 0.401
H 0.734 -3.047 1.448 0.531 0.683 0.340
H 0.867 -2.239 3.048 0.465 -0.405 -0.246
C -1.344 2.201 -2.371 -0.250 0.089 -0.894
H -2.385 2.540 -2.181 0.507 -0.141 -0.404
H -1.143 2.107 -3.474 -0.361 0.201 0.756
H -0.696 2.993 -1.943 -0.195 -0.823 -0.066
C -1.870 -0.724 -2.537 -0.813 -0.245 0.538
H -1.615 -1.729 -2.138 0.047 0.717 -0.122
H -1.575 -0.662 -3.600 -0.102 0.197 0.582
H -2.965 -0.629 -2.420 0.300 -0.212 -0.446
Mn -0.394 0.452 0.624 -3.788 1.691 0.902
C 3.609 -1.329 -1.988 1.069 0.492 1.015
C 4.042 -0.123 -1.555 0.596 -1.275 -0.416
C 4.631 0.898 -2.478 0.341 0.616 0.417
C 3.779 1.176 -3.737 0.945 -0.759 0.057
C 2.349 0.822 -3.651 -1.402 -1.321 -1.711
C 1.855 -0.354 -4.162 0.872 1.962 0.035
C 2.688 -1.581 -4.397 -0.256 -0.150 -0.587
C 3.802 -1.847 -3.356 0.429 0.201 -0.965
C -2.512 0.570 0.345 -1.588 -1.390 0.803
H 3.242 -2.096 -1.309 0.141 0.381 0.123
H 4.144 0.138 -0.495 -0.537 -0.295 -0.313
H 5.622 0.571 -2.832 -0.111 0.124 0.249
H 4.795 1.824 -1.881 -0.088 -0.483 -0.545
H 3.889 2.232 -3.988 -0.045 -0.111 -0.268
H 4.181 0.543 -4.551 0.052 0.683 0.207
H 1.681 1.589 -3.261 -0.053 -0.050 -0.653
H 0.825 -0.446 -4.523 0.068 0.126 0.814
H 3.183 -1.536 -5.381 -0.239 -0.110 0.112
H 1.974 -2.433 -4.450 0.561 0.386 0.092
H 3.904 -2.935 -3.294 0.330 0.182 -0.064
H 4.750 -1.403 -3.730 -0.425 -0.505 0.002
H -2.818 -0.343 0.866 -0.506 -0.062 0.013
H -3.110 0.628 -0.597 -0.408 0.151 0.991
H -2.727 1.423 0.997 0.087 0.156 -0.366
O -3.870 -2.600 5.350 0.113 0.091 -0.518
S -4.031 -1.782 4.175 -0.042 1.097 -0.261
O -4.926 -2.234 3.127 0.849 0.095 0.521
N -2.570 -1.275 3.567 0.939 0.429 -0.129
C -2.291 0.016 3.747 -0.837 -1.827 -0.676
S -0.842 0.727 3.163 -0.471 0.587 1.050
C -3.418 0.750 4.399 -1.208 -0.019 -0.377
C -3.630 2.107 4.625 -0.027 0.139 0.460
C -4.830 2.528 5.245 -0.061 -0.270 -0.201
C -5.855 1.607 5.555 1.102 -0.290 -0.280
C -5.663 0.245 5.257 0.502 0.436 -0.345
C -4.476 -0.137 4.631 -0.717 0.695 1.309
H -2.843 2.816 4.339 -0.333 -0.221 0.260
H -4.977 3.589 5.496 0.119 -0.575 -0.256
H -6.767 1.930 6.040 0.069 0.057 -0.027
H -6.397 -0.513 5.504 -0.103 0.132 -0.073
```
Positions in Å, forces in eV/Å.

Results
- gap between HOMO and LUMO (alpha / beta) (eV) = 4.65 / 6.45
- electronic energy (hartree) = -3694.228506
- highest occupied orbital energy (alpha / beta) (eV) = -4.458 / -6.537
- lowest unoccupied orbital energy (alpha / beta) (eV) = 0.19 / -0.09
- multiplicity = 6
- energy above the lowest of the compared OMol25 structures with the same formula, charge and spin (eV) = 5.0181